1.
This record from the OMol25 dataset describes a structure of composition C14H32Br10N4O8. The level of theory is the ωB97M-V functional and the def2-TZVPD basis.

The calculation puts the orbital gap at 0.229 Ha. Its HOMO energy is -7.941 eV.

ORCA input file:
```
! wB97M-V def2-TZVPD RIJCOSX def2/J DEFGRID3
* xyz 0 1
Br 5.6922 -22.5210 10.5743
C 7.7101 -22.3950 10.4969
C 8.2091 -21.4560 11.5727
Br 10.2057 -21.5011 11.2281
H 7.9085 -21.9843 9.5069
H 8.1256 -23.4022 10.5289
H 8.0765 -21.7812 12.6046
H 7.8665 -20.4219 11.5361
Br 4.6326 -27.9373 9.3857
C 5.5186 -28.5392 7.6933
C 6.7506 -27.5956 7.5150
Br 7.4814 -27.4502 5.6899
H 4.7178 -28.5167 6.9542
H 5.8005 -29.5914 7.7321
H 7.6176 -27.8767 8.1128
H 6.5983 -26.5292 7.6812
Br 5.7230 -24.6593 11.0419
C 5.2144 -26.3373 11.8522
C 6.2553 -27.4301 11.6435
Br 7.9353 -27.1874 12.6866
H 4.3671 -26.8148 11.3601
H 5.0902 -26.2218 12.9289
H 6.5705 -27.4315 10.6001
H 5.8312 -28.3939 11.9256
Br 6.5176 -29.1306 10.7813
C 7.5813 -30.2027 9.4849
C 8.9871 -29.6051 9.3861
Br 10.0794 -30.6673 8.0935
H 7.0168 -30.0324 8.5682
H 7.6094 -31.2598 9.7495
H 9.6176 -29.6551 10.2738
H 9.0522 -28.5639 9.0700
Br 9.8047 -23.7278 9.7141
C 9.9338 -24.2619 7.9013
C 10.9612 -23.3445 7.2891
Br 11.1687 -23.9534 5.3533
H 8.9513 -24.1897 7.4349
H 10.3473 -25.2697 7.8626
H 11.9424 -23.5141 7.7325
H 10.7751 -22.2746 7.1950
C 8.5151 -25.5568 10.4999
N 8.1517 -26.2987 9.2286
O 8.3782 -25.7549 8.1444
O 7.7863 -27.4246 9.4355
H 8.1046 -24.5592 10.3437
H 9.5946 -25.5123 10.6438
H 8.0343 -25.9673 11.3879
C 9.5399 -26.2973 6.5136
N 9.9594 -27.5729 5.8732
O 9.8868 -28.5654 6.5890
O 10.3400 -27.6256 4.7385
H 10.2087 -26.0175 7.3276
H 8.5554 -26.4732 6.9468
H 9.4603 -25.5699 5.7056
C 11.6940 -26.0129 10.8135
N 12.8568 -25.7388 9.9676
O 13.0103 -24.6176 9.4881
O 13.5363 -26.7164 9.5878
H 11.6541 -27.0590 11.1174
H 10.8313 -25.7031 10.2238
H 11.7325 -25.2806 11.6199
C 11.5464 -28.3700 8.8349
N 10.3967 -27.5526 9.3549
O 9.8559 -27.8730 10.4215
O 10.0427 -26.5354 8.7426
H 11.1356 -28.9568 8.0133
H 11.7487 -29.1877 9.5266
H 12.3278 -27.6135 8.7634
*
```

---

2.
This record from the OMol25 dataset describes a structure of composition C14H32BrN2O3Si. The level of theory is the ωB97M-V functional and the def2-TZVPD basis.

The calculation puts the orbital gap at 0.195 Ha. Its HOMO energy is -3.053 eV.

ORCA input file:
```
! wB97M-V def2-TZVPD RIJCOSX def2/J DEFGRID3
* xyz -1 1
C -4.3303 -1.7410 2.7118
C -2.8466 -1.1247 3.1023
C -2.9210 0.5153 2.8715
C -1.5332 1.2832 3.2868
O -1.0588 2.2817 2.3122
Si -0.0585 1.5638 1.0584
N -0.3218 -0.2513 0.9950
C -0.6148 2.3864 -0.6212
C -1.8417 1.4658 -1.2476
C -2.7330 2.2822 -2.3913
N -4.1114 2.5253 -1.8115
C 1.8650 1.7644 1.3865
C 2.7815 1.3406 0.0758
C 3.4576 -0.1603 0.1953
C 3.0882 -0.9472 -1.2244
C 4.1902 -2.0796 -1.6596
O 3.7014 -3.4667 -1.6497
C 2.6378 -3.6960 -2.6395
C 2.9197 -4.2397 -4.1959
O 1.3185 -3.5271 -2.3446
H -4.9151 -1.8545 3.7290
H -4.9778 -1.0302 2.0336
H -4.2673 -2.8396 2.2583
H -2.6595 -1.3809 4.2523
H -1.9704 -1.6418 2.5173
H -3.1547 0.7536 1.7497
H -3.8664 0.8933 3.4928
H -1.7588 1.8620 4.3054
H -0.6570 0.5399 3.5308
H 0.0753 -0.5034 0.0423
H 0.3586 -0.6858 1.6696
H 0.2297 2.4101 -1.4345
H -1.0184 3.4800 -0.4916
H -1.3758 0.5342 -1.8224
H -2.5797 1.0448 -0.4386
H -2.8841 1.6047 -3.3620
H -2.1846 3.2645 -2.7636
H -4.5225 1.5571 -1.6773
H -4.0579 2.9727 -0.8680
H 2.0368 2.9341 1.5293
H 2.2079 1.2370 2.3855
H 2.0451 1.3393 -0.8558
H 3.6256 2.1369 -0.0902
H 4.6085 -0.0588 0.3866
H 2.9896 -0.7250 1.1368
H 1.9928 -1.3380 -1.0945
H 3.0504 -0.1460 -2.1011
H 4.5178 -1.8342 -2.7807
H 5.1963 -1.9716 -1.0266
H 3.5199 -5.2583 -4.1516
H 1.8808 -4.5152 -4.7137
H 3.4141 -3.4299 -4.8807
Br 1.5117 4.4741 1.3235
*
```